Record 1
Density functional theory data (ωB97M-V/def2-TZVPD) for 2 unconnected molecules or ions with the total composition CFNO2S2.

Calculated values
**DFT total energy**: -31004.9563 eV
**HOMO energy**: -11.980 eV
**ΔE to the lowest compared entry with this formula, charge and spin**: 317.85 kJ/mol
**HOMO-LUMO gap**: 7.946 eV

```
7
CFNO2S2 | OMol25 | ωB97M-V/def2-TZVPD
C -1.020 1.666 0.131
N -1.658 2.153 -0.629
O 2.184 -0.638 -0.040
O 0.359 -2.139 0.804
F -0.315 -0.815 -1.842
S -0.358 0.657 1.318
S 0.808 -0.884 0.258
```

Record 2
Density functional theory data (ωB97M-V/def2-TZVPD) for a gas-phase ion, CFOS (charge -1).

Calculated values
**DFT total energy**: -16637.9088 eV
**HOMO energy**: -3.626 eV
**ΔE to the lowest compared entry with this formula, charge and spin**: 132.96 kJ/mol
**HOMO-LUMO gap**: 7.962 eV
**Total charge**: -1

```
4
CFOS | OMol25 | ωB97M-V/def2-TZVPD
C -0.092 0.299 -1.057
O 0.391 1.290 -1.507
F -0.569 -1.607 1.591
S -0.451 -0.827 -0.053
```

Record 3
Density functional theory data (ωB97M-V/def2-TZVPD) for a molecular structure, CFeNO5S2.

Calculated values
**DFT total energy**: -68809.1166 eV
**HOMO energy (spin up / spin down)**: -14.399 / -15.410 eV
**2S+1**: 7
**ΔE to the lowest compared entry with this formula, charge and spin**: 252.88 kJ/mol
**HOMO-LUMO gap (spin up / spin down)**: 8.748 / 5.703 eV
**Total charge**: +1

```
10
CFeNO5S2 | OMol25 | ωB97M-V/def2-TZVPD
Fe 1.271 -1.019 0.123
N 0.777 1.141 -0.136
S -0.424 0.900 1.050
O -0.038 -0.549 1.479
S 2.288 1.488 0.365
O 2.962 0.078 0.414
O -1.688 0.755 0.136
C -1.825 -0.717 -0.952
O -1.563 -1.761 -0.406
O -1.761 -0.316 -2.074
```

Record 4
Density functional theory data (ωB97M-V/def2-TZVPD) for a molecular structure, CH10CuO8.

Calculated values
**DFT total energy**: -62217.8364 eV
**HOMO energy**: -2.391 eV
**ΔE to the lowest compared entry with this formula, charge and spin**: 102.07 kJ/mol
**HOMO-LUMO gap**: 4.819 eV
**Total charge**: -1

```
20
CH10CuO8 | OMol25 | ωB97M-V/def2-TZVPD
Cu -0.288 -0.415 -0.464
C -0.355 1.641 -0.180
O -1.130 1.037 -1.208
O 0.214 0.952 0.687
O -0.078 2.864 -0.406
O -1.147 -1.802 0.503
H -0.770 -2.633 0.192
H -2.132 -1.659 0.485
O 1.172 -1.115 -1.205
H 1.528 -2.035 -1.132
H 2.016 -0.707 -0.961
O 2.657 1.111 1.124
H 1.680 1.088 1.087
H 2.991 1.756 1.725
O -1.345 -1.664 -2.509
H -0.382 -1.558 -2.512
H -1.718 -0.975 -3.051
O -1.282 1.089 2.730
H -0.713 1.174 1.904
H -0.920 1.851 3.192
```

Record 5
Density functional theory data (ωB97M-V/def2-TZVPD) for 4 unconnected molecules or ions with the total composition CH10N2O3.

Calculated values
**DFT total energy**: -10320.3865 eV
**Structure (SMILES)**: [H]/N=C/N.O.O.O
**HOMO energy**: -7.822 eV
**ΔE to the lowest compared entry with this formula, charge and spin**: 211.35 kJ/mol
**HOMO-LUMO gap**: 8.229 eV

```
16
CH10N2O3 | OMol25 | ωB97M-V/def2-TZVPD
N -0.068 -1.683 1.545
C -1.398 -1.462 1.784
N -2.171 -2.329 2.289
H 0.467 -1.149 0.866
H 0.396 -2.564 1.656
H -1.748 -0.494 1.391
H -2.681 -2.960 1.699
H 0.715 2.602 -2.038
H 0.810 2.833 -3.478
O 0.780 2.106 -2.857
H -0.792 2.673 0.882
H 0.766 2.783 1.032
O 0.035 2.620 0.405
H 1.489 0.285 -2.251
H 2.468 -0.711 -2.715
O 1.931 -0.491 -1.916
```

Record 6
Density functional theory data (ωB97M-V/def2-TZVPD) for 4 unconnected molecules or ions with the total composition CH10NO2.

Calculated values
**DFT total energy**: -6780.7678 eV
**HOMO energy (spin up / spin down)**: -10.435 / -10.346 eV
**2S+1**: 2
**ΔE to the lowest compared entry with this formula, charge and spin**: 64.99 kJ/mol
**HOMO-LUMO gap (spin up / spin down)**: 10.938 / 7.482 eV

```
14
CH10NO2 | OMol25 | ωB97M-V/def2-TZVPD
C -0.376 0.437 2.470
N -0.320 -0.407 -2.218
H 0.438 0.568 3.193
H -1.217 0.053 3.061
H -0.903 1.312 1.901
H -0.133 -0.265 1.763
H 0.063 -0.137 -3.103
H -1.256 -0.691 -2.267
H -0.243 0.585 -1.050
H 0.507 2.020 -0.919
O 0.142 1.329 -0.450
H 1.631 -2.216 -0.666
H 0.572 -1.149 -1.300
O 1.094 -1.440 -0.415
```

Record 7
Density functional theory data (ωB97M-V/def2-TZVPD) for a molecular structure, CH10NO2.

Calculated values
**DFT total energy**: -6769.8821 eV
**HOMO energy**: -15.663 eV
**ΔE to the lowest compared entry with this formula, charge and spin**: 844.97 kJ/mol
**HOMO-LUMO gap**: 5.327 eV
**Total charge**: +1

```
14
CH10NO2 | OMol25 | ωB97M-V/def2-TZVPD
C -0.480 2.188 0.474
N 0.656 -1.889 -0.644
H -1.259 2.555 -0.192
H 0.409 2.722 0.127
H -0.145 1.114 0.214
H -0.774 2.165 1.516
H 0.349 -2.344 -1.526
H 1.522 -2.434 -0.457
H 0.904 -0.631 -0.726
H 1.156 0.748 -1.642
O 0.961 0.452 -0.728
H -2.116 -1.005 0.913
H -0.570 -1.263 0.868
O -1.246 -0.668 1.162
```

Record 8
Density functional theory data (ωB97M-V/def2-TZVPD) for 4 unconnected molecules or ions with the total composition CH10NO3.

Calculated values
**DFT total energy**: -8823.4338 eV
**HOMO energy**: -14.500 eV
**ΔE to the lowest compared entry with this formula, charge and spin**: 166.82 kJ/mol
**HOMO-LUMO gap**: 8.943 eV
**Total charge**: +1

```
15
CH10NO3 | OMol25 | ωB97M-V/def2-TZVPD
C 0.627 -1.601 -1.302
N 1.507 -1.284 -0.387
H 0.970 -1.818 -2.312
H -0.393 -1.824 -1.010
H 1.276 -0.535 0.325
H 2.268 -1.947 -0.241
H -1.775 3.436 2.813
H -0.318 3.588 2.735
O -1.006 2.966 2.471
H -2.140 -0.485 -2.495
H -1.181 -0.445 -3.668
O -1.303 -0.852 -2.799
H 0.927 0.834 2.258
H -0.124 -0.206 2.010
O 0.668 0.173 1.603
```